81
Properties=species:S:1:pos:R:3:forces:R:3:lowdin_charge:R:1 method="wB97M-V/def2-TZVPD" e_above_lowest_kcal_mol=14.4 total_charge=-1 orbital_gap_ha=0.2514
Ca 0.098892 -0.492340 0.514434 -1.1 -0.1 -0.6 1.07
C -2.447825 0.963601 -2.865618 0.1 0.1 0.1 -0.54
C -1.814267 2.308401 -2.498145 -0.1 0.0 0.0 -0.50
S -0.530996 2.249777 -1.214218 0.0 -0.4 -0.2 0.87
C -1.114370 3.492232 -0.049201 -0.1 -0.1 0.2 -0.52
C -2.504483 3.307108 0.564888 0.1 0.0 0.0 -0.50
S -2.795035 1.709551 1.375488 0.1 0.0 -0.1 0.86
C -4.377077 1.265894 0.624742 0.0 -0.1 0.0 -0.54
C -4.404285 1.079631 -0.890805 -0.1 0.1 0.0 -0.53
S -3.147953 -0.041458 -1.542654 0.2 -0.1 0.1 0.84
H -1.688243 0.315919 -3.294356 0.2 -0.1 -0.1 0.04
H -3.214202 1.130431 -3.624745 0.0 0.0 0.0 0.08
H -2.572422 3.026813 -2.182376 0.0 0.0 0.0 0.06
H -1.359170 2.709203 -3.404806 0.0 0.0 0.0 0.07
H -1.073230 4.469125 -0.532258 0.0 0.1 0.0 0.08
H -0.352255 3.491198 0.734172 0.0 0.0 0.0 0.06
H -3.273777 3.439562 -0.195509 0.0 0.0 0.0 0.06
H -2.655734 4.090938 1.307029 0.0 0.1 0.0 0.07
H -5.117446 2.016884 0.904362 -0.1 0.0 0.0 0.08
H -4.673807 0.340284 1.124198 0.0 0.0 0.0 0.07
H -4.293597 2.041017 -1.393192 0.0 0.0 0.0 0.06
H -5.382507 0.686386 -1.171793 -0.1 0.1 0.0 0.07
Cl -0.498712 -2.516709 -1.600675 -0.2 -0.1 0.1 0.60
C -0.163788 -3.437080 -3.088984 0.2 0.4 -0.1 -1.00
Cl -1.102797 -4.884496 -3.155490 -0.4 -0.6 0.0 0.63
H 0.889644 -3.685819 -3.088663 0.1 0.1 0.0 0.03
H -0.427148 -2.796891 -3.920314 0.1 0.1 0.0 0.02
C 2.531477 -0.674053 -5.350435 0.1 0.0 0.2 -0.02
N 2.878910 -0.369642 -3.966611 0.1 -0.1 -0.1 -0.05
C 4.164219 -0.384095 -3.539437 0.0 0.0 -0.2 -0.07
C 4.482613 -0.097973 -2.268423 0.1 0.0 0.1 -0.01
C 3.393146 0.209309 -1.386551 -0.1 0.1 0.2 -0.37
N 2.123520 0.144686 -1.764884 -0.1 -0.1 -0.3 0.18
C 1.824215 -0.112331 -3.067143 -0.2 -0.1 0.0 -0.51
O 0.687853 -0.149354 -3.527797 0.0 0.1 0.2 0.00
N 3.645751 0.590394 -0.134489 0.1 0.0 -0.1 0.19
H 3.446547 -0.683426 -5.937677 0.0 0.0 0.0 0.08
H 1.850729 0.077574 -5.737438 0.0 0.1 0.0 0.09
H 2.038402 -1.641695 -5.428817 0.0 0.0 0.0 0.09
H 4.912650 -0.621743 -4.284311 0.0 0.0 0.0 0.13
H 5.509009 -0.088581 -1.934237 0.0 0.0 0.0 0.10
H 4.578652 0.561306 0.226942 0.1 0.0 0.0 0.11
H 2.855755 0.849267 0.460296 -0.1 0.0 0.1 0.06
O 0.108342 1.112557 2.900973 0.0 -0.1 -0.3 -0.02
C 1.010661 1.603079 2.218213 0.0 -0.2 -0.5 -0.63
O 1.251100 1.256304 0.990099 0.5 1.3 1.1 -0.34
C 1.884559 2.677152 2.793319 0.1 0.0 0.1 -0.13
C 2.528300 3.600185 1.978563 0.1 0.0 0.0 -0.02
C 3.325940 4.615591 2.525698 -0.1 -0.1 -0.1 0.01
C 3.447158 4.632416 3.891859 0.2 0.2 -0.2 -0.23
O 4.160874 5.509207 4.663881 0.1 0.1 0.3 0.02
C 4.020991 5.057483 6.019138 -0.3 -0.2 -0.5 -0.12
O 3.100647 3.964914 6.013275 0.2 0.2 0.2 0.03
C 2.815911 3.710691 4.695289 -0.1 -0.2 0.2 -0.21
C 2.021560 2.723472 4.186625 -0.2 0.0 0.1 0.08
H 2.414805 3.516346 0.904098 0.0 0.0 0.0 0.11
H 3.825002 5.349847 1.906061 0.0 0.0 0.0 0.12
H 3.622574 5.864454 6.628498 -0.1 0.1 0.1 0.13
H 4.987115 4.722835 6.393651 0.1 -0.1 0.0 0.13
H 1.503099 2.008662 4.813426 0.0 0.0 -0.1 0.14
N -1.798143 -1.725636 1.723862 0.3 -0.1 0.0 0.01
C -2.210752 -3.026504 1.265680 0.1 0.3 0.0 -0.35
C -1.416600 -4.130254 1.530795 0.1 -0.1 0.0 -0.05
C -1.742343 -5.361448 0.974290 -0.1 0.0 -0.1 -0.05
C -2.863513 -5.496445 0.160489 0.1 0.2 0.2 -0.28
C -3.660144 -4.383679 -0.084169 0.0 -0.1 0.0 -0.06
C -3.335804 -3.154542 0.467313 -0.2 0.1 0.0 -0.07
S -3.291026 -7.082715 -0.555512 0.1 0.3 0.2 0.38
O -2.017971 -7.784430 -0.611838 0.0 -0.2 -0.1 -0.38
O -3.842749 -6.717838 -1.852178 -0.1 -0.1 -0.2 -0.39
O -4.255811 -7.646399 0.378026 0.0 -0.1 -0.1 -0.37
H -1.274599 -1.783580 2.595871 -0.1 -0.1 0.0 0.06
H -2.580071 -1.103680 1.860472 -0.2 0.1 0.1 0.05
H -0.524024 -4.014339 2.140887 -0.1 0.0 0.0 0.08
H -1.116804 -6.229749 1.144891 0.0 0.0 0.0 0.11
H -4.522993 -4.490410 -0.731229 0.0 0.0 0.0 0.11
H -3.947569 -2.282458 0.248919 0.0 0.0 0.0 0.08
Cl 1.526685 -2.174275 3.024129 0.0 0.0 -0.2 0.31
C 1.681349 -2.121282 1.164876 0.4 -0.5 0.0 -0.74
H 1.489574 -3.152719 0.850432 0.0 0.0 0.1 -0.06
H 2.747799 -1.951618 0.986847 0.1 0.0 0.1 -0.06